ORCA calculation (ωB97M-V/def2-TZVPD) on 6 unconnected molecules or ions with the total composition C23H51F2N2O6.

```
84
Properties=species:S:1:pos:R:3:forces:R:3:lowdin_charge:R:1
C 1.357132 -1.320430 4.383002 0.2221 -0.5358 -0.0496 -0.07
C 0.232386 -2.024610 5.147902 0.1676 0.0867 -0.6745 -0.14
C -0.877352 -2.556269 4.240755 -0.0097 0.4921 0.7855 -0.28
F -1.431243 -3.684005 4.782970 0.0157 -0.1756 -0.0782 0.05
N -0.405021 -2.908219 2.904145 -0.0684 -0.5455 0.0252 0.01
C 0.390538 -3.947912 2.668947 -0.2922 0.7131 -0.3778 0.01
N 0.653291 -3.960155 1.355959 0.1068 -0.3803 1.0361 0.19
C 0.016409 -2.910099 0.743179 -0.5420 0.4379 -0.0078 -0.15
C 0.106730 -2.589462 -0.722796 0.9141 0.0270 0.7203 0.00
C 0.913697 -3.662199 -1.383249 -0.7939 0.5172 0.0277 -0.50
O 0.486705 -4.571544 -1.975186 -0.3683 -1.0501 -0.8750 0.20
F 2.215997 -3.538664 -1.153032 0.9029 0.2158 0.2616 0.14
C -0.669287 -2.253766 1.726881 0.5062 -0.4326 -0.5191 0.06
H 1.868524 -0.577751 4.978194 -0.0680 0.2188 0.1011 0.07
H 1.026692 -0.854445 3.460250 -0.1265 0.3317 0.0041 0.06
H 2.110511 -2.052672 4.097975 0.1326 -0.0442 -0.1137 0.08
H -0.215028 -1.322235 5.839326 -0.1911 -0.1416 0.3064 0.12
H 0.622406 -2.885765 5.680156 0.0511 -0.0146 0.3411 0.12
H -1.670264 -1.820343 4.161247 -0.1116 0.0901 -0.4843 0.17
H 0.741703 -4.616363 3.429587 0.1298 -0.2589 -0.0425 0.18
H 1.252545 -4.670953 0.957703 -0.0233 0.1010 -0.3281 0.18
H 0.664536 -1.660030 -0.806444 -0.2734 0.2964 -0.2168 0.14
H -0.865593 -2.515989 -1.183166 -0.1656 0.0942 -0.1271 0.14
H -1.298934 -1.392497 1.639712 -0.1181 0.1665 0.1678 0.15
C -0.098031 1.772831 -3.929135 0.0797 0.1070 0.0732 -0.05
C -0.104299 0.287674 -3.619346 -0.2914 0.1996 -0.2754 -0.49
C -0.793158 -0.510735 -4.714449 0.0195 -0.1547 0.0896 -0.05
O -0.755329 0.056235 -2.360138 0.1272 -0.2578 0.1968 -0.08
H -1.119351 2.151352 -4.001856 -0.0177 -0.0311 -0.0397 0.06
H 0.397150 2.330474 -3.133001 0.0496 -0.0293 -0.0111 0.08
H 0.415873 1.979433 -4.868589 0.0116 -0.0247 -0.0029 0.09
H 0.920427 -0.068882 -3.498046 -0.0089 -0.0437 0.1406 0.13
H -1.834658 -0.195323 -4.815752 0.0201 0.0813 -0.0346 0.09
H -0.794340 -1.575825 -4.475734 0.0403 -0.0001 -0.0201 0.07
H -0.297119 -0.372363 -5.674882 -0.0076 0.0119 -0.0098 0.09
H -1.662562 0.370846 -2.446545 0.0108 0.1059 -0.0447 0.09
C 2.308636 2.693576 1.692159 0.0414 -0.4097 -0.0434 -0.06
C 1.576086 2.354657 2.979767 0.2687 0.4364 -0.0178 -0.49
C 0.964230 3.591924 3.616749 -0.1369 -0.1179 0.1489 -0.06
O 2.460741 1.710097 3.903312 -0.1819 -0.2423 -0.0236 -0.07
H 3.126573 3.386814 1.886781 -0.0586 0.1191 0.0080 0.08
H 2.740737 1.791845 1.251727 -0.0484 -0.0168 0.0242 0.08
H 1.641754 3.154517 0.967278 0.0156 0.0809 -0.0119 0.07
H 0.787844 1.626351 2.769284 0.0281 -0.0872 0.0748 0.12
H 1.744013 4.311721 3.872947 0.0179 0.0384 -0.1005 0.08
H 0.441293 3.329832 4.537990 -0.0134 -0.0231 -0.0238 0.08
H 0.262312 4.079539 2.940328 0.0393 0.0381 -0.0242 0.08
H 3.168754 2.328301 4.112760 0.0134 0.0312 -0.0106 0.09
C 0.490132 -10.101199 -1.665993 -0.0366 -0.0773 0.1066 -0.06
C 0.762273 -8.866094 -0.822271 0.2525 -0.0841 -0.3680 -0.50
C 1.019163 -7.639773 -1.684636 -0.0414 -0.0864 0.1052 -0.07
O 1.871890 -9.091878 0.049334 -0.1547 0.1336 0.1899 -0.06
H 1.354854 -10.330768 -2.293921 -0.0088 0.0626 -0.0525 0.08
H 0.308859 -10.966576 -1.029140 -0.0287 0.0195 0.0159 0.08
H -0.375906 -9.957455 -2.313007 0.0127 0.0066 -0.0156 0.08
H -0.091504 -8.678329 -0.168877 0.0396 -0.0230 0.0968 0.13
H 1.899763 -7.788498 -2.314769 -0.0313 -0.0572 -0.0419 0.09
H 1.213956 -6.771377 -1.058842 -0.0154 0.0305 0.0343 0.04
H 0.168745 -7.418997 -2.329305 0.0091 0.0343 -0.0117 0.08
H 2.644518 -9.267603 -0.497976 0.0183 -0.0506 -0.0072 0.09
C 1.849599 6.673748 -1.175131 0.0225 -0.1605 -0.0447 -0.06
C 1.141674 6.333105 0.126914 0.2062 0.3879 -0.0265 -0.50
C 0.510215 7.563871 0.758881 -0.0874 -0.0903 0.1127 -0.06
O 2.055325 5.720741 1.041083 -0.1332 -0.0703 -0.0232 -0.07
H 2.656726 7.388026 -0.993627 -0.0491 0.0663 0.0151 0.08
H 2.295247 5.780733 -1.614349 -0.0335 -0.0120 -0.0026 0.08
H 1.160563 7.110775 -1.898585 0.0040 0.0230 0.0032 0.08
H 0.369298 5.585131 -0.063825 0.0357 -0.0878 0.0629 0.13
H 1.277423 8.304676 0.997888 0.0157 0.0237 -0.0787 0.08
H 0.007030 7.301735 1.690119 -0.0203 -0.0192 -0.0194 0.08
H -0.215920 8.025552 0.088990 0.0131 0.0171 -0.0099 0.08
H 2.750973 6.360012 1.229844 0.0044 0.0290 -0.0051 0.09
C -5.215058 3.282111 -1.990018 0.0370 -0.1580 0.0081 -0.06
C -3.747454 3.675967 -2.058188 -0.3046 0.2850 -0.1718 -0.50
C -3.563097 5.175691 -1.888175 0.1645 -0.0032 0.0222 -0.06
O -3.176300 3.246200 -3.296857 0.1075 -0.1766 0.1513 -0.07
H -5.776667 3.765426 -2.793164 0.0015 0.0753 0.0315 0.08
H -5.330163 2.204728 -2.113670 0.0141 -0.0022 0.0268 0.08
H -5.659576 3.572635 -1.037606 -0.0097 0.0215 -0.0076 0.08
H -3.191914 3.150909 -1.278945 0.0816 -0.0565 -0.0610 0.13
H -4.075545 5.715344 -2.688465 -0.0768 -0.0143 0.0266 0.08
H -2.506384 5.439729 -1.939794 0.0092 -0.0211 0.0253 0.07
H -3.962001 5.518401 -0.932878 -0.0224 0.0075 -0.0073 0.08
H -3.645399 3.694784 -4.008663 -0.0102 0.0068 -0.0242 0.09
```
Positions in Å, forces in eV/Å.

E_LUMO	-2.814	eV
total charge	+1
molecular weight	489.66	g mol⁻¹

ORCA calculation (ωB97M-V/def2-TZVPD) on a gas-phase ion, ClO3P (charge -2).

```
5
Properties=species:S:1:pos:R:3:forces:R:3:lowdin_charge:R:1
O 0.750093 -0.296558 1.325018 1.1313 -1.3484 3.9426 -0.52
P 0.156756 0.176599 0.104989 -5.3201 3.7468 -1.6392 -0.13
O 1.087049 1.038643 -0.715910 -0.9477 0.2201 -0.4259 -0.55
O -1.857134 0.616355 0.251500 5.3828 -0.7335 -0.4163 -0.89
Cl -0.136763 -1.535039 -0.965597 -0.2464 -1.8850 -1.4612 0.08
```
Positions in Å, forces in eV/Å.

E_LUMO	6.631	eV
total charge	-2
molecular weight	114.42	g mol⁻¹
energy above the lowest of the compared OMol25 structures with the same formula, charge and spin	249.8	kJ/mol

Kohn-Sham gap, respectively: 0.340; 0.202 hartree.
Maximum force, respectively: 1.416; 6.710 eV/Å.